This record from the Open Molecules 2025 dataset describes one molecule with the formula C7H5NO. The level of theory is wB97M-V/def2-TZVPD.

Properties
ΔE to the lowest compared entry with this formula, charge and spin in kcal/mol: 31.5
Kohn-Sham gap in eV: 8.897
SMILES string: O=C1C=C2N=CC=C2C1

CARTESIAN COORDINATES (ANGSTROEM)
O: 3.191 -0.391 -0.126
C: 1.959 -0.289 0.017
C: 0.950 -1.427 0.096
C: -0.323 -0.948 -0.063
N: -1.642 -1.436 -0.008
C: -2.288 -0.322 -0.043
C: -1.501 0.921 -0.065
C: -0.256 0.519 0.027
C: 1.111 1.048 0.037
H: 1.361 -2.413 0.057
H: -3.422 -0.302 -0.147
H: -1.922 1.906 -0.018
H: 1.500 1.604 -0.802
H: 1.281 1.529 1.039

Cartesian forces (eV/Å) of the 6 atoms listed first:
-3.47 0.27 0.53
1.35 -0.05 -0.26
-0.28 0.65 -1.07
2.68 -0.83 1.96
0.92 0.37 -0.61
-2.92 0.46 -0.67

The computed natural (NBO) charges, all in e, follow: -0.519 0.567 -0.224 0.154 -0.439 0.135 -0.295 0.001 -0.546 0.235 0.197 0.227 0.257 0.252

This record from the Open Molecules 2025 dataset describes an isolated ion of composition C7H5O4 and charge -1. The level of theory is wB97M-V/def2-TZVPD.

Properties
Total charge: -1
ΔE to the lowest compared entry with this formula, charge and spin in kcal/mol: 34.0
Kohn-Sham gap in eV: 6.948
SMILES string: O=C=C/C=C\C=C(/[O-])C(=O)O

CARTESIAN COORDINATES (ANGSTROEM)
O: -1.044 -0.137 3.011
C: -0.135 0.143 2.311
C: 1.070 0.441 1.852
C: 1.844 0.481 0.631
C: 1.618 0.200 -0.638
C: 0.477 -0.186 -1.409
C: -0.774 0.014 -0.987
O: -1.092 0.660 0.106
C: -1.973 -0.728 -1.594
O: -1.983 -1.297 -2.667
O: -2.987 -0.659 -0.761
H: 1.443 0.597 2.911
H: 2.894 0.596 0.919
H: 2.424 0.615 -1.236
H: 0.769 -0.549 -2.427
H: -2.550 -0.190 -0.023

Cartesian forces (eV/Å) of the 6 atoms listed first:
0.79 0.37 -0.93
-1.10 -0.37 -0.39
-1.06 -0.53 2.13
0.78 -0.09 2.70
0.01 1.33 -1.57
1.59 -0.37 -1.66

The computed natural (NBO) charges, all in e, follow: -0.534 0.758 -0.539 -0.244 -0.210 -0.408 0.245 -0.801 0.728 -0.636 -0.688 0.242 0.186 0.183 0.208 0.510

This record from the Open Molecules 2025 dataset describes C7H5O5P as an isolated structure. The level of theory is wB97M-V/def2-TZVPD.

Properties
ΔE to the lowest compared entry with this formula, charge and spin in kcal/mol: 0.0
Kohn-Sham gap (spin up / spin down) in eV: 6.473 / 7.030

CARTESIAN COORDINATES (ANGSTROEM)
C: -0.706 -0.983 -0.414
C: -2.048 -1.017 -0.224
C: -0.044 0.076 0.213
C: -0.664 1.132 0.921
C: 0.068 2.202 1.489
C: 1.506 2.215 1.136
C: 1.476 0.478 0.216
O: -0.726 3.067 2.085
O: -2.046 1.426 1.085
O: 1.556 1.843 -0.279
O: 1.960 0.924 1.546
O: 2.275 -0.412 -0.414
P: -2.331 2.800 1.962
H: -0.043 -1.721 -0.729
H: -2.705 -1.912 -0.578
H: 1.979 3.071 1.557
H: 2.941 0.179 -0.843
H: -2.673 -0.330 0.241

Cartesian forces (eV/Å) of the 6 atoms listed first:
-1.22 1.27 1.80
-1.07 -4.37 -2.35
1.09 2.91 1.70
-0.40 1.13 0.31
-2.05 -2.15 -1.35
-1.15 -1.21 0.13

The computed natural (NBO) charges, all in e, follow: -0.245 -0.347 -0.134 0.241 0.256 0.302 0.733 -0.693 -0.767 -0.519 -0.507 -0.668 1.019 0.231 0.187 0.199 0.500 0.213

This record from the Open Molecules 2025 dataset describes a 2-piece molecular cluster, C7H6BF2O4 overall. The level of theory is wB97M-V/def2-TZVPD.

Properties
Total charge: -1
Kohn-Sham gap in eV: 7.356

CARTESIAN COORDINATES (ANGSTROEM)
O: 2.322 -0.243 2.359
C: 1.166 -0.105 1.928
C: 0.950 -0.278 0.354
C: -0.364 -0.423 -0.109
C: -0.727 -0.637 -1.638
B: 0.185 0.247 -2.639
O: 0.452 1.642 -2.522
O: 0.750 -0.432 -3.793
C: -1.520 -0.405 0.984
O: -2.658 -0.805 0.640
C: -1.319 0.078 2.466
C: -0.004 0.201 2.933
F: 0.330 0.578 4.231
H: 1.825 -0.277 -0.364
H: -1.850 -0.537 -1.831
H: -0.494 -1.740 -1.859
H: 0.810 1.790 -1.616
H: 1.223 -1.235 -3.504
H: -2.175 0.327 3.172
F: 1.100 2.254 0.810

Cartesian forces (eV/Å) of the 6 atoms listed first:
-2.75 0.11 -0.57
2.98 0.43 -0.37
-3.43 0.25 0.71
1.24 0.29 1.47
0.21 -1.06 1.20
0.64 0.84 -0.97

The computed natural (NBO) charges, all in e, follow: -0.539 0.515 -0.160 -0.082 -0.830 1.185 -0.936 -0.937 0.533 -0.579 -0.348 0.401 -0.320 0.230 0.276 0.222 0.543 0.485 0.237 -0.895

This record from the Open Molecules 2025 dataset describes C7H6Br2Cl2O as an isolated structure. The level of theory is wB97M-V/def2-TZVPD.

Properties
ΔE to the lowest compared entry with this formula, charge and spin in kcal/mol: 0.0
Kohn-Sham gap in eV: 9.084

CARTESIAN COORDINATES (ANGSTROEM)
C: 2.193 0.964 -0.585
C: 2.258 0.316 0.709
C: 1.055 1.177 -1.253
C: 1.241 -0.366 1.210
C: -0.293 0.834 -0.705
C: -0.284 -0.475 0.046
C: -2.493 -1.284 0.460
O: -1.291 -0.791 0.904
Cl: 1.022 -1.190 2.643
Cl: -0.774 2.127 0.468
Br: 0.155 -1.917 -1.218
Br: -3.723 0.106 -0.226
H: 3.133 1.290 -1.007
H: 3.175 0.417 1.275
H: 1.071 1.682 -2.207
H: -1.055 0.843 -1.491
H: -2.991 -1.717 1.327
H: -2.397 -2.017 -0.350

Cartesian forces (eV/Å) of the 6 atoms listed first:
-0.42 0.03 -0.42
0.17 -0.20 0.70
0.39 0.05 0.04
-3.30 0.12 -3.28
-0.36 0.20 0.07
3.62 -0.12 2.44

The computed natural (NBO) charges, all in e, follow: -0.176 -0.314 -0.189 0.005 -0.332 0.271 -0.094 -0.539 0.095 -0.038 0.008 -0.057 0.222 0.231 0.225 0.254 0.218 0.210

This record from the Open Molecules 2025 dataset describes one molecule with the formula C7H6Br2FNO3. The level of theory is wB97M-V/def2-TZVPD.

Properties
ΔE to the lowest compared entry with this formula, charge and spin in kcal/mol: 54.7
Kohn-Sham gap in eV: 9.675
SMILES string: COC1=C(Br)CC(F)=C[C@@]1(Br)[N+](=O)[O-]

CARTESIAN COORDINATES (ANGSTROEM)
C: 0.457 -1.429 -2.439
O: -0.528 -0.564 -1.902
C: -0.456 -0.251 -0.582
C: -1.327 -0.603 0.364
Br: -2.448 -2.090 0.113
C: -1.329 -0.121 1.802
C: -0.591 1.149 1.988
F: -1.135 1.889 2.978
C: 0.183 1.744 1.085
C: 0.611 1.054 -0.141
Br: 0.875 2.090 -1.737
N: 1.888 0.343 0.098
O: 1.908 -0.346 1.083
O: 2.731 0.432 -0.744
H: 0.032 -1.925 -3.222
H: 0.698 -2.257 -1.763
H: 1.205 -0.970 -2.910
H: -0.870 -0.867 2.579
H: -2.368 -0.152 2.045
H: 0.462 2.874 1.305

Cartesian forces (eV/Å) of the 6 atoms listed first:
-1.93 -1.91 2.72
-0.21 0.33 1.26
0.72 2.59 0.37
1.47 -0.73 0.42
-0.27 -0.07 -0.30
1.79 -1.98 0.53

The computed natural (NBO) charges, all in e, follow: -0.249 -0.504 0.318 -0.118 0.090 -0.532 0.479 -0.321 -0.355 -0.069 0.124 0.499 -0.372 -0.350 0.193 0.188 0.189 0.261 0.261 0.266

no.,DFT total energy (eV),strongest force on any atom (eV Å⁻¹)
1,-10875.635,3.521
2,-15529.499,2.815
3,-26861.677,5.071
4,-21658.829,3.507
5,-174531.473,4.655
6,-157785.322,4.317